No. 1
Molecular formula: C2H5NO2S
Method: DFT, the ωB97M-V functional and the def2-TZVPD basis

Geometry as XYZ:
```
11
Properties=species:S:1:pos:R:3:forces:R:3
C 0.7169 -1.4318 0.5777 0.5 3.2 2.4
C -0.8249 0.2863 -0.2525 -0.9 3.0 -1.0
N -0.4869 -1.0631 0.0044 -1.4 -1.4 1.1
O -1.2779 -0.7989 2.4670 0.5 -0.4 0.2
O -1.2255 -3.1301 1.5264 0.3 1.1 0.3
S -0.7518 -1.7671 1.5539 0.8 -0.6 -2.7
H 1.6617 -1.4706 0.0399 0.0 -0.8 0.6
H 1.2320 0.2683 1.5686 -0.6 -2.3 -1.3
H 0.0948 0.8771 0.0434 -1.0 -0.3 0.0
H -1.0157 0.5538 -1.3708 0.0 -0.8 2.0
H -1.7179 0.6166 0.4292 1.6 -0.6 -1.5
```
Positions in Å, forces in eV/Å.

E_HOMO (alpha / beta) in eV: -9.36 / -9.36
Charge: 0
Kohn-Sham gap (alpha / beta) in eV: 8.773 / 8.775
Electronic energy in eV: -18568.3802
Relative energy (zero: lowest compared OMol25 entry of this formula, charge and spin) in kcal/mol: 165.78
LUMO (alpha / beta) in eV: -0.59 / -0.59

Mulliken atomic charge list, values in e, 4 entries:
1. C -0.4239
2. C -0.5396
3. N -0.0177
4. O -0.4397



No. 2
Molecular formula: C35H37IrN6O2S3
Method: DFT, the ωB97M-V functional and the def2-TZVPD basis

Geometry as XYZ:
```
84
Properties=species:S:1:pos:R:3:forces:R:3
Ir -1.4901 -0.3292 0.2044 -1.3 -1.3 -0.3
C -1.5815 3.6570 1.9484 -0.1 0.0 0.0
C -1.7503 2.5208 0.9843 -0.1 -0.1 0.0
N -1.7592 1.2893 1.4095 0.9 0.3 0.0
N -1.6755 1.1264 2.7975 -0.2 -0.2 -0.2
C -1.4434 -0.0815 3.1652 0.1 0.2 0.2
S -1.1059 -1.4393 2.1264 0.2 -0.1 0.1
S -1.5845 -0.2981 4.9168 0.0 0.0 0.0
C -0.5829 -1.7710 5.2549 0.0 0.0 -0.1
C 0.8686 -1.5233 5.5826 0.0 0.0 0.0
C 1.2785 -0.4589 6.3784 0.0 0.0 0.0
C 2.6192 -0.2838 6.6860 0.0 0.0 0.0
C 3.5702 -1.1723 6.2028 0.0 0.0 0.0
C 3.1703 -2.2364 5.4087 0.0 0.0 0.0
C 1.8282 -2.4080 5.1015 0.0 0.0 0.0
C -1.8670 2.8452 -0.4378 0.1 -0.1 -0.2
C -1.5113 4.1374 -0.8663 0.0 -0.1 0.0
C -1.6024 4.5271 -2.1818 0.0 0.0 -0.1
C -2.0784 3.6208 -3.1276 0.0 0.0 0.0
C -2.4480 2.3518 -2.7478 0.0 0.0 0.1
C -2.3501 1.9327 -1.4115 0.0 0.1 0.1
O -2.7377 0.7075 -1.1036 0.5 0.0 -0.3
H -0.5874 4.0832 1.7910 0.0 0.0 0.0
H -1.6545 3.3171 2.9729 0.0 0.0 0.0
H -2.3157 4.4383 1.7564 0.0 0.0 0.0
H -0.6570 -2.4382 4.3981 -0.1 0.0 0.1
H -1.0882 -2.2658 6.0864 0.0 0.1 0.0
H 0.5457 0.2510 6.7429 0.0 0.0 0.0
H 2.9222 0.5544 7.3006 0.0 0.0 0.0
H 4.6169 -1.0319 6.4397 0.0 0.0 0.0
H 3.9028 -2.9332 5.0215 0.0 0.0 0.0
H 1.5219 -3.2308 4.4651 0.0 0.0 0.0
H -1.1342 4.8491 -0.1467 0.0 0.0 0.0
H -1.2987 5.5218 -2.4770 0.0 0.0 0.0
H -2.1539 3.9110 -4.1683 0.0 0.0 0.0
H -2.8096 1.6365 -3.4764 0.0 0.0 0.0
N 0.0486 0.2818 -0.8331 0.0 1.9 0.5
C 0.5690 0.2710 -1.9787 0.0 -0.8 -0.1
C 0.4297 -0.8315 -2.9980 -0.3 0.0 -0.1
C 1.4822 -1.7230 -3.1903 0.0 -0.1 0.1
C 1.3568 -2.7812 -4.0777 0.0 0.0 0.0
C 0.1876 -2.9451 -4.8108 0.0 0.0 0.0
C -0.8511 -2.0377 -4.6513 0.1 0.0 -0.1
C -0.7289 -0.9917 -3.7463 0.2 0.3 -0.3
C 1.4912 1.3964 -2.3719 0.1 -0.1 0.0
C 1.9168 1.5376 -3.6924 0.0 0.0 0.0
C 2.7431 2.5914 -4.0619 0.0 0.0 0.0
C 3.1592 3.5135 -3.1153 0.0 0.0 0.0
C 2.7277 3.3852 -1.8001 0.0 0.0 0.0
C 1.8956 2.3424 -1.4335 0.0 0.0 0.0
H 2.3994 -1.5902 -2.6287 0.0 0.0 0.0
H 2.1768 -3.4767 -4.2045 0.0 0.0 0.0
H 0.0956 -3.7640 -5.5134 0.0 0.0 0.0
H -1.7532 -2.1370 -5.2448 0.0 0.0 0.0
H -1.5244 -0.2662 -3.6356 0.0 0.0 0.0
H 1.5928 0.8279 -4.4426 0.0 0.0 0.0
H 3.0626 2.6870 -5.0922 0.0 0.0 0.0
H 3.8150 4.3274 -3.3982 0.0 0.0 0.0
H 3.0431 4.1035 -1.0530 0.0 0.0 0.0
H 1.5470 2.2422 -0.4173 0.0 0.0 0.0
C 1.5014 2.2248 3.8677 0.0 0.0 0.1
S 1.5178 1.6892 2.1500 0.1 0.2 0.0
C 2.2811 0.0737 2.3374 0.0 0.0 0.0
H 0.9252 1.5339 4.4832 0.0 0.0 0.0
H 1.0162 3.2000 3.9023 0.0 0.0 0.0
H 2.5098 2.3185 4.2725 0.0 0.0 0.0
H 3.2924 0.1589 2.7361 0.0 0.0 0.0
H 2.3147 -0.3774 1.3458 0.0 0.0 0.0
H 1.6828 -0.5658 2.9833 0.0 0.0 0.0
C -3.0330 -4.2854 -3.4272 0.0 0.0 0.0
N -2.2727 -3.6672 -2.3726 -0.1 0.0 0.1
C -1.1997 -4.3125 -1.6563 0.0 0.0 0.0
C -0.7571 -3.2142 -0.7003 0.1 0.1 0.0
O 0.1552 -3.3018 0.0769 0.0 0.0 0.0
N -1.5928 -2.1179 -0.8902 0.4 0.0 -0.1
C -2.4379 -2.4271 -1.8853 -0.2 0.0 0.1
N -3.3426 -1.5807 -2.3603 -0.2 -0.1 0.4
H -2.3819 -4.9635 -3.9780 0.0 0.0 0.0
H -3.3868 -3.5367 -4.1356 0.0 0.0 0.0
H -3.8872 -4.8521 -3.0474 0.0 0.0 0.0
H -0.3748 -4.5911 -2.3157 0.0 0.0 0.0
H -1.5334 -5.1878 -1.0949 0.0 0.0 0.0
H -3.3865 -0.6426 -1.9313 0.1 0.0 -0.2
H -4.0692 -1.9143 -2.9657 0.0 0.0 0.0
```
Positions in Å, forces in eV/Å.

E_HOMO (alpha / beta) in eV: -6.99 / -6.99
Charge: 0
Kohn-Sham gap (alpha / beta) in eV: 6.845 / 6.843
Electronic energy in eV: -85277.1673
Relative energy (zero: lowest compared OMol25 entry of this formula, charge and spin) in kcal/mol: 0.00
LUMO (alpha / beta) in eV: -0.14 / -0.14

Mulliken atomic charge list, values in e, 4 entries:
1. Ir 0.6397
2. C -1.9084
3. C 1.3767
4. N 1.0188



No. 3
Molecular formula: C4H8O2
Method: DFT, the ωB97M-V functional and the def2-TZVPD basis

Geometry as XYZ:
```
14
Properties=species:S:1:pos:R:3:forces:R:3
O 0.7476 -1.1781 -1.3285 0.0 -0.2 0.2
C 0.4746 0.1374 -0.8846 0.0 0.4 0.0
C -0.9858 0.3112 -0.4586 0.0 0.0 0.0
C -0.9701 -0.2642 0.9618 -0.3 0.0 0.0
O 0.3753 -0.1494 1.4324 0.0 0.0 0.1
C 1.1843 0.4489 0.4273 0.2 0.1 -0.2
H 0.7612 -1.7483 -0.5477 0.0 0.0 -0.2
H 0.7648 0.8082 -1.6973 0.0 -0.1 0.1
H -1.6687 -0.2125 -1.1317 0.1 0.1 0.1
H -1.2491 1.3751 -0.4465 0.1 -0.2 0.0
H -1.2469 -1.3263 0.9688 0.0 0.1 0.0
H -1.6436 0.2652 1.6447 0.1 -0.1 -0.1
H 1.2759 1.5348 0.5827 -0.1 -0.2 0.0
H 2.1803 -0.0021 0.4772 -0.1 0.1 0.0
```
Positions in Å, forces in eV/Å.

E_HOMO in eV: -9.74
Charge: 0
Kohn-Sham gap in eV: 10.677
Electronic energy in eV: -8372.0871
Relative energy (zero: lowest compared OMol25 entry of this formula, charge and spin) in kcal/mol: 27.55
LUMO in eV: 0.93

Mulliken atomic charge list, values in e, 4 entries:
1. O -0.5526
2. C -0.0198
3. C -0.5131
4. C -0.4941



Please write out number 3 again, unchanged.
Molecular formula: C4H8O2
Method: DFT, the ωB97M-V functional and the def2-TZVPD basis

Geometry as XYZ:
```
14
Properties=species:S:1:pos:R:3:forces:R:3
O 0.7476 -1.1781 -1.3285 0.0 -0.2 0.2
C 0.4746 0.1374 -0.8846 0.0 0.4 0.0
C -0.9858 0.3112 -0.4586 0.0 0.0 0.0
C -0.9701 -0.2642 0.9618 -0.3 0.0 0.0
O 0.3753 -0.1494 1.4324 0.0 0.0 0.1
C 1.1843 0.4489 0.4273 0.2 0.1 -0.2
H 0.7612 -1.7483 -0.5477 0.0 0.0 -0.2
H 0.7648 0.8082 -1.6973 0.0 -0.1 0.1
H -1.6687 -0.2125 -1.1317 0.1 0.1 0.1
H -1.2491 1.3751 -0.4465 0.1 -0.2 0.0
H -1.2469 -1.3263 0.9688 0.0 0.1 0.0
H -1.6436 0.2652 1.6447 0.1 -0.1 -0.1
H 1.2759 1.5348 0.5827 -0.1 -0.2 0.0
H 2.1803 -0.0021 0.4772 -0.1 0.1 0.0
```
Positions in Å, forces in eV/Å.

E_HOMO in eV: -9.74
Charge: 0
Kohn-Sham gap in eV: 10.677
Electronic energy in eV: -8372.0871
Relative energy (zero: lowest compared OMol25 entry of this formula, charge and spin) in kcal/mol: 27.55
LUMO in eV: 0.93

Mulliken atomic charge list, values in e, 4 entries:
1. O -0.5526
2. C -0.0198
3. C -0.5131
4. C -0.4941